{
  "formula": "C16H17CuN3O2",
  "method": "wB97M-V/def2-TZVPD",
  "species": ["Cu", "N", "C", "C", "C", "C", "C", "C", "C", "C", "C", "C", "C", "C", "H", "H", "H", "H", "H", "H", "H", "H", "H", "H", "C", "C", "N", "O", "C", "C", "N", "O", "H", "H", "H", "H", "H", "H", "H"],
  "positions_angstrom": [[-0.37, -0.48, 0.00], [1.72, -0.61, 0.00], [2.70, 0.45, 0.00], [4.04, 0.06, 0.00], [5.07, 0.98, 0.00], [4.75, 2.32, 0.00], [3.43, 2.71, 0.00], [2.35, 1.81, 0.00], [0.96, 2.33, 0.00], [0.76, 3.72, 0.00], [-0.48, 4.30, 0.00], [-1.61, 3.50, 0.00], [-1.44, 2.13, 0.00], [-0.19, 1.51, 0.00], [1.86, -1.22, 0.80], [1.86, -1.22, -0.81], [4.27, -1.00, 0.00], [6.10, 0.65, 0.01], [5.53, 3.07, 0.01], [3.26, 3.77, 0.00], [1.61, 4.39, 0.00], [-0.57, 5.38, 0.00], [-2.60, 3.92, 0.00], [-2.33, 1.53, -0.01], [-4.25, -2.86, 0.00], [-2.87, -2.24, 0.00], [-2.62, -0.97, 0.01], [-3.62, -0.04, 0.01], [-1.72, -3.10, 0.00], [-1.82, -4.60, 0.00], [-0.55, -2.51, 0.00], [0.53, -3.19, 0.00], [-5.06, -2.13, 0.00], [-4.36, -3.49, 0.88], [-4.36, -3.49, -0.88], [-4.51, -0.45, 0.00], [-2.85, -4.95, 0.00], [-1.31, -4.99, 0.88], [-1.31, -4.99, -0.88]],
  "energy_ha": -2574.9814,
  "s2": 0.754,
  "spin_multiplicity": 2,
  "orbital_gap_ev": [8.2, 7.6]
}


{
  "formula": "C17H39Br2N9O20P",
  "method": "wB97M-V/def2-TZVPD",
  "species": ["C", "C", "C", "P", "O", "C", "C", "C", "Br", "C", "C", "Br", "O", "H", "H", "H", "H", "H", "H", "H", "H", "H", "H", "H", "H", "C", "N", "O", "O", "H", "H", "H", "C", "N", "O", "O", "H", "H", "H", "C", "N", "O", "O", "H", "H", "H", "C", "N", "O", "O", "H", "H", "H", "C", "N", "O", "O", "H", "H", "H", "C", "N", "O", "O", "H", "H", "H", "C", "N", "O", "O", "H", "H", "H", "C", "N", "O", "O", "H", "H", "H", "C", "N", "O", "O", "H", "H", "H"],
  "positions_angstrom": [[6.69, -1.81, -1.85], [6.94, -0.79, -2.45], [7.01, 0.56, -3.05], [5.47, 1.63, -2.50], [4.53, 0.60, -3.57], [3.55, 0.07, -2.69], [3.08, 1.28, -1.80], [1.56, 1.51, -1.63], [0.97, 1.79, 0.20], [0.60, 1.53, -2.56], [-0.87, 1.72, -2.23], [1.03, 1.29, -4.43], [3.96, 2.41, -1.96], [6.33, -2.58, -1.19], [7.95, 0.98, -2.66], [7.07, 0.48, -4.14], [5.42, 0.73, -1.37], [6.24, 2.45, -1.60], [5.69, 2.64, -3.52], [3.91, -0.70, -1.99], [2.81, -0.41, -3.34], [3.36, 0.96, -0.78], [-1.43, 1.85, -3.16], [-1.02, 2.54, -1.53], [-1.24, 0.79, -1.78], [-4.97, -0.93, -0.74], [-3.49, -1.05, -0.59], [-2.94, -2.01, -1.08], [-2.93, -0.16, 0.03], [-5.32, -1.78, -1.30], [-5.40, -0.92, 0.25], [-5.17, -0.01, -1.27], [2.53, 4.54, -3.22], [2.36, 6.02, -3.24], [2.02, 6.57, -2.21], [2.58, 6.60, -4.28], [2.31, 4.17, -2.23], [1.85, 4.13, -3.95], [3.56, 4.33, -3.48], [6.86, 3.10, 2.44], [6.90, 2.67, 1.02], [6.34, 1.63, 0.75], [7.50, 3.39, 0.25], [6.30, 2.37, 3.01], [7.88, 3.17, 2.80], [6.37, 4.07, 2.47], [-9.85, -0.92, -0.42], [-8.38, -1.04, -0.27], [-7.84, -2.01, -0.77], [-7.82, -0.15, 0.34], [-10.22, -1.77, -0.98], [-10.28, -0.90, 0.57], [-10.05, 0.01, -0.95], [3.24, 3.37, 5.12], [4.70, 3.17, 5.36], [5.23, 2.21, 4.85], [5.25, 3.99, 6.07], [2.89, 2.57, 4.48], [2.74, 3.35, 6.08], [3.12, 4.33, 4.63], [-4.48, -5.68, -1.11], [-5.17, -4.36, -1.06], [-5.61, -3.92, -2.10], [-5.22, -3.81, 0.02], [-4.51, -6.05, -2.13], [-3.46, -5.53, -0.78], [-5.02, -6.35, -0.45], [-4.03, 0.96, 2.78], [-3.72, 1.13, 4.22], [-2.79, 1.85, 4.53], [-4.44, 0.54, 5.01], [-3.32, 1.54, 2.20], [-3.94, -0.10, 2.55], [-5.04, 1.31, 2.61], [-9.56, -2.27, 3.82], [-10.16, -2.57, 2.50], [-11.35, -2.33, 2.35], [-9.42, -3.02, 1.65], [-10.33, -1.87, 4.47], [-9.16, -3.20, 4.22], [-8.77, -1.54, 3.67], [6.13, -6.69, -0.19], [5.84, -5.24, -0.05], [5.50, -4.84, 1.05], [5.96, -4.56, -1.04], [5.98, -7.17, 0.77], [5.45, -7.09, -0.94], [7.17, -6.78, -0.51]],
  "energy_ha": -8157.1476,
  "charge": -1,
  "orbital_gap_ev": 4.6
}